Density functional theory data (the ωB97M-V functional and the def2-TZVPD basis) for a cluster of 11 separate species, C66H165N11O22 in total in a non-equilibrium geometry.

Output
structure (SMILES)	COCCNCCOC.COCCNCCOC.COCCNCCOC.COCCNCCOC.COCCNCCOC.COCCNCCOC.COCCNCCOC.COCCNCCOC.COCCNCCOC.COCCNCCOC.COCCNCCOC
ΔE to the lowest compared entry with this formula, charge and spin	37.4	kcal/mol
LUMO level	0.023	Ha
E	-4870.69081	Eh
highest occupied orbital energy	-8.28	eV
Kohn-Sham gap	8.913	eV

Structure (XYZ):
```
264
Properties=species:S:1:pos:R:3:mulliken_charge:R:1
C 4.808 5.403 -0.932 0.6783
O 3.855 6.232 -0.292 -0.6106
C 2.959 5.437 0.482 0.8138
C 1.938 6.382 1.113 -1.1345
N 0.987 6.710 0.045 -0.1699
C -0.098 7.621 0.493 -0.9180
C -1.132 6.931 1.349 -0.4255
O -0.654 6.676 2.665 -0.2721
C -1.661 6.564 3.642 -0.8701
H 5.351 4.822 -0.180 -0.4276
H 5.456 6.029 -1.543 0.3877
H 4.285 4.753 -1.647 -0.3677
H 3.504 4.887 1.258 -0.1831
H 2.409 4.746 -0.161 -0.1310
H 2.408 7.251 1.589 0.4854
H 1.438 5.887 1.945 0.4257
H 1.471 7.277 -0.645 0.2366
H -0.560 7.931 -0.448 0.4212
H 0.304 8.514 0.985 0.3469
H -1.498 5.982 0.940 0.2193
H -2.032 7.558 1.381 0.5114
H -1.147 6.411 4.588 0.2779
H -2.268 5.675 3.423 0.3254
H -2.385 7.378 3.745 0.3126
C -6.951 -8.698 3.460 -0.6165
O -5.716 -8.973 2.850 -0.4182
C -5.104 -7.847 2.226 0.4730
C -4.493 -6.917 3.274 -0.7596
N -3.795 -5.833 2.565 0.2807
C -3.387 -4.783 3.494 -0.5608
C -2.378 -3.849 2.807 1.7779
O -1.542 -3.367 3.853 -0.5574
C -0.548 -2.455 3.441 0.0711
H -6.914 -7.894 4.202 0.2572
H -7.301 -9.583 3.990 0.2833
H -7.712 -8.436 2.718 0.2620
H -5.830 -7.317 1.601 0.0547
H -4.360 -8.208 1.516 -0.2809
H -3.749 -7.524 3.805 0.3467
H -5.265 -6.583 3.963 0.3261
H -2.953 -6.257 2.190 -0.1402
H -2.830 -5.258 4.314 0.3395
H -4.171 -4.165 3.931 0.0129
H -2.872 -3.009 2.314 0.1084
H -1.776 -4.370 2.053 -1.3955
H 0.127 -2.309 4.285 0.2203
H -0.980 -1.485 3.180 0.1628
H 0.073 -2.844 2.627 -0.4356
C -1.717 -8.611 1.019 -1.1295
O -1.204 -7.315 0.812 -0.0803
C -1.141 -6.950 -0.552 -1.3796
C -0.639 -5.544 -0.711 0.7123
N 0.771 -5.263 -0.467 -0.1510
C 1.212 -5.570 0.896 0.3542
C 2.689 -5.202 1.056 -1.2479
O 2.674 -3.776 1.061 0.6644
C 3.972 -3.244 1.269 -0.9237
H -1.846 -8.833 2.073 0.2927
H -1.054 -9.360 0.569 0.3475
H -2.666 -8.736 0.483 0.4248
H -2.168 -6.979 -0.942 0.5393
H -0.541 -7.677 -1.115 0.4446
H -1.315 -4.847 -0.191 -0.4616
H -0.774 -5.294 -1.771 0.2871
H 0.975 -4.292 -0.666 -0.2011
H 1.063 -6.613 1.166 0.5511
H 0.577 -4.966 1.561 -0.2985
H 3.217 -5.589 0.181 0.3483
H 3.040 -5.545 2.034 0.3867
H 3.907 -2.157 1.299 -0.1640
H 4.676 -3.514 0.475 0.4434
H 4.370 -3.597 2.227 0.4139
C 4.002 1.648 -0.924 1.5889
O 2.755 0.969 -0.920 1.7615
C 2.833 -0.383 -1.335 0.8633
C 1.833 -1.238 -0.561 -0.6940
N 0.513 -1.266 -1.180 1.4459
C -0.477 -1.757 -0.249 0.7082
C -1.802 -2.050 -0.928 -0.7088
O -2.817 -2.248 0.001 -0.1822
C -4.096 -2.551 -0.481 0.0060
H 4.552 1.471 -1.849 -0.0967
H 4.538 1.367 -0.014 -1.0193
H 3.834 2.722 -0.877 -1.1397
H 3.837 -0.792 -1.186 -1.2090
H 2.598 -0.439 -2.405 -0.4980
H 1.758 -0.840 0.461 0.5722
H 2.231 -2.246 -0.475 -0.3314
H 0.243 -0.383 -1.602 -1.5489
H -0.641 -1.004 0.539 0.2264
H -0.120 -2.634 0.296 -0.6572
H -1.719 -2.991 -1.501 -0.1595
H -2.049 -1.298 -1.689 0.4015
H -4.129 -3.550 -0.931 0.3307
H -4.435 -1.805 -1.204 -0.3296
H -4.781 -2.559 0.362 -0.1622
C -5.374 0.945 -0.634 -0.5471
O -6.612 1.338 -0.114 -0.3473
C -7.420 2.035 -1.044 -0.3561
C -8.791 2.102 -0.401 -0.7289
N -9.734 2.971 -1.119 -0.4662
C -9.969 2.474 -2.480 -0.4127
C -11.203 3.158 -3.075 -0.7379
O -12.329 2.540 -2.470 -0.2977
C -13.533 3.195 -2.767 -0.7428
H -4.739 0.554 0.164 0.2612
H -4.771 1.688 -1.167 0.4462
H -5.483 0.089 -1.314 0.1205
H -7.461 1.491 -1.994 0.2559
H -7.058 3.041 -1.283 0.2653
H -8.731 2.457 0.631 0.3516
H -9.232 1.106 -0.240 0.3591
H -10.635 2.843 -0.667 0.2889
H -10.197 1.403 -2.396 0.3427
H -9.128 2.659 -3.146 0.3447
H -11.172 2.972 -4.155 0.4035
H -11.263 4.240 -2.933 0.3760
H -14.399 2.609 -2.460 0.2517
H -13.595 3.349 -3.851 0.3014
H -13.659 4.159 -2.260 0.2943
C 8.069 10.219 -1.297 -0.7800
O 8.893 9.222 -0.748 -0.2928
C 10.006 8.908 -1.586 -0.3442
C 10.784 7.767 -0.974 -1.0931
N 10.285 6.416 -1.168 -0.2902
C 9.007 6.141 -0.478 -0.5757
C 8.768 4.632 -0.455 -0.2404
O 7.896 4.248 -1.494 -0.3671
C 7.689 2.850 -1.583 -0.6387
H 8.664 11.076 -1.645 0.3189
H 7.426 10.656 -0.535 0.2517
H 7.501 9.817 -2.141 0.3011
H 10.614 9.821 -1.572 0.4725
H 9.689 8.668 -2.606 0.2956
H 11.178 7.985 0.021 0.3816
H 11.752 7.747 -1.500 0.4250
H 10.176 6.246 -2.161 0.2561
H 8.123 6.576 -0.955 0.2106
H 9.119 6.552 0.523 0.4169
H 8.453 4.374 0.567 0.0605
H 9.699 4.066 -0.566 0.4460
H 6.760 2.708 -2.134 0.0419
H 7.542 2.384 -0.604 0.2417
H 8.514 2.375 -2.118 0.4768
C 0.246 3.383 1.855 0.0301
O 1.125 2.739 2.737 -0.5846
C 2.061 1.831 2.152 1.9765
C 2.640 1.025 3.313 -0.9967
N 1.587 0.256 3.955 0.4109
C 2.073 -0.558 5.043 -1.6398
C 2.873 -1.752 4.577 0.8103
O 2.997 -2.626 5.698 -0.5038
C 3.410 -3.925 5.366 -0.5949
H 0.763 3.811 0.988 -0.0210
H -0.305 4.238 2.247 -0.2432
H -0.492 2.623 1.573 0.4536
H 2.837 2.551 1.849 -1.1691
H 1.660 1.266 1.311 0.0720
H 3.164 1.697 4.004 0.9854
H 3.351 0.325 2.866 -0.9745
H 0.889 0.907 4.295 0.2705
H 1.235 -0.916 5.651 0.5664
H 2.659 -0.065 5.838 0.3257
H 3.894 -1.451 4.312 0.6214
H 2.410 -2.291 3.746 -0.5854
H 2.780 -4.474 4.660 0.1245
H 3.461 -4.544 6.261 0.3181
H 4.432 -3.860 4.971 0.2970
C 2.037 3.729 -3.755 -0.4566
O 2.215 2.932 -4.900 -0.4030
C 3.537 2.447 -4.916 0.4877
C 3.634 1.229 -5.837 -1.3641
N 3.339 0.042 -5.054 1.2688
C 3.399 -1.172 -5.836 -1.2560
C 2.879 -2.379 -5.044 -0.2893
O 1.491 -2.229 -4.765 -0.2325
C 1.147 -2.924 -3.556 -1.0341
H 2.712 4.587 -3.722 0.4069
H 2.169 3.134 -2.842 -0.2230
H 1.008 4.075 -3.655 0.3853
H 3.824 2.188 -3.889 -0.4268
H 4.282 3.207 -5.184 0.5439
H 4.639 1.109 -6.243 0.5301
H 2.950 1.474 -6.660 0.3793
H 2.442 0.059 -4.582 -0.9491
H 4.377 -1.466 -6.229 0.4633
H 2.773 -1.076 -6.737 0.4402
H 3.493 -2.469 -4.144 0.1583
H 3.018 -3.284 -5.641 0.3937
H 1.825 -3.762 -3.380 0.5877
H 0.142 -3.336 -3.622 0.1963
H 1.219 -2.224 -2.722 0.2813
C -6.809 -4.763 0.600 0.0513
O -7.911 -3.939 0.927 -0.5032
C -7.519 -2.611 1.220 -0.2270
C -7.142 -2.502 2.699 0.5173
N -8.324 -2.613 3.533 -0.4701
C -8.090 -3.272 4.823 -0.5571
C -7.151 -2.548 5.756 -0.8176
O -5.823 -2.566 5.249 -0.0260
C -4.876 -1.966 6.098 -0.8409
H -6.163 -4.962 1.459 -0.1431
H -6.121 -4.307 -0.122 -0.0440
H -7.136 -5.654 0.067 0.4459
H -8.385 -1.958 1.082 0.4148
H -6.733 -2.249 0.558 -0.0555
H -6.622 -1.552 2.859 0.2782
H -6.385 -3.252 2.965 -0.4577
H -9.011 -3.192 3.062 0.2740
H -7.694 -4.289 4.692 0.1995
H -9.077 -3.244 5.289 0.4586
H -7.233 -2.940 6.776 0.4037
H -7.363 -1.468 5.773 0.4640
H -3.941 -1.717 5.600 0.1479
H -4.583 -2.664 6.890 0.3009
H -5.290 -1.060 6.550 0.4247
C -5.768 -2.121 -4.480 -0.9506
O -4.486 -1.689 -4.124 -0.0358
C -3.557 -1.939 -5.163 -1.3326
C -2.110 -1.651 -4.748 0.5360
N -1.880 -0.219 -4.678 -0.5149
C -0.483 0.041 -4.321 1.3936
C -0.439 1.347 -3.505 -0.0040
O -1.064 1.068 -2.256 -0.0984
C -0.775 2.016 -1.234 -0.7604
H -6.198 -1.587 -5.332 0.3399
H -6.500 -2.042 -3.673 0.2310
H -5.763 -3.203 -4.664 0.3756
H -3.802 -1.355 -6.053 0.4382
H -3.564 -3.007 -5.417 0.4801
H -1.444 -2.097 -5.492 0.5300
H -1.939 -2.254 -3.844 -0.4614
H -2.473 0.131 -3.930 0.2754
H 0.142 0.123 -5.213 0.4842
H 0.006 -0.714 -3.696 -1.2033
H -0.912 2.201 -3.996 0.5374
H 0.592 1.603 -3.235 -0.8115
H 0.318 2.015 -1.145 -0.0764
H -1.335 1.798 -0.332 0.3120
H -1.031 3.017 -1.605 0.5830
C 5.925 -0.558 -3.275 0.0079
O 6.680 -0.576 -2.082 -0.3829
C 6.403 -1.700 -1.291 0.4234
C 6.960 -1.487 0.095 -1.0782
N 6.164 -0.406 0.690 1.3653
C 6.766 0.108 1.911 -1.5671
C 6.026 1.260 2.567 0.7766
O 6.127 2.420 1.786 -0.1403
C 5.706 3.613 2.410 -0.4970
H 6.236 -1.277 -4.039 0.4711
H 5.872 0.436 -3.712 0.0877
H 4.896 -0.826 -3.016 -0.2585
H 6.722 -2.675 -1.683 0.5487
H 5.317 -1.839 -1.189 -0.4881
H 8.017 -1.201 -0.016 0.4060
H 6.908 -2.372 0.731 0.5149
H 6.109 0.312 -0.027 -0.7719
H 7.790 0.467 1.741 0.3258
H 6.786 -0.721 2.622 0.4970
H 6.501 1.392 3.548 0.6621
H 4.989 0.984 2.797 -0.7247
H 5.535 4.332 1.609 -0.1143
H 6.414 3.991 3.151 0.3013
H 4.732 3.412 2.876 0.2051
```